1.
A 3-piece molecular cluster, C3H5IO2S overall in a non-equilibrium geometry. Source: the Open Molecules 2025 dataset; level of theory: ωB97M-V/def2-TZVPD.

Output
DFT total energy	-963.529541	Eh
Kohn-Sham gap	7.95	eV
spin multiplicity	1
net charge	0
HOMO energy	-9.581	eV
energy above the lowest of the compared OMol25 structures with the same formula, charge and spin	193.4	kJ/mol

Last column: Mulliken charge in e.
Geometry (Å):
C -0.278 0.357 0.424  -0.40
C -1.166 -0.595 -0.237  -0.33
C -0.228 -1.132 0.466  -0.26
O 2.207 -3.243 -1.840  -0.37
O 3.545 -1.440 -0.876  -0.37
S 2.500 -1.818 -1.805  0.74
I 3.569 1.945 1.072  -0.08
H 0.546 0.926 -0.056  0.13
H -0.622 0.852 1.452  0.15
H -1.976 -0.618 -0.918  0.34
H 3.435 0.566 0.305  0.09
H 0.593 -1.889 0.813  0.37



2.
A 2-piece molecular cluster, C3H5IS overall in a non-equilibrium geometry. Source: the Open Molecules 2025 dataset; level of theory: ωB97M-V/def2-TZVPD.

Output
DFT total energy	-813.093759	Eh
Kohn-Sham gap	8.37	eV
spin multiplicity	1
structure (SMILES)	CC=C=S.I
net charge	0
HOMO energy	-8.355	eV
energy above the lowest of the compared OMol25 structures with the same formula, charge and spin	156.3	kJ/mol

Last column: Mulliken charge in e.
Geometry (Å):
C -2.288 -0.167 -0.227  -0.92
C -0.996 0.477 0.109  0.10
C 0.169 0.032 -0.065  -0.03
S 1.654 -0.414 -0.368  -0.34
H -2.998 0.497 0.042  0.32
H -2.439 -0.964 0.432  0.28
H -2.132 -0.618 -1.292  0.28
H -1.039 1.276 0.791  0.32
I 5.204 0.606 0.045  -0.06
H 4.866 -0.726 0.533  0.06



3.
A 2-piece molecular cluster, C3H5IS overall in a non-equilibrium geometry. Source: the Open Molecules 2025 dataset; level of theory: ωB97M-V/def2-TZVPD.

Output
DFT total energy	-813.085794	Eh
Kohn-Sham gap	8.45	eV
spin multiplicity	1
structure (SMILES)	C=CI.C=S
net charge	0
HOMO energy	-8.846	eV
energy above the lowest of the compared OMol25 structures with the same formula, charge and spin	177.2	kJ/mol

Last column: Mulliken charge in e.
Geometry (Å):
C -0.181 1.686 0.465  -0.48
C -0.718 0.502 0.654  -0.81
I -2.441 -0.147 -0.255  0.09
H -0.448 2.391 -0.194  0.36
H 0.728 1.741 0.979  0.25
H -0.423 -0.132 1.357  0.58
C 0.855 -1.474 -0.811  -0.32
S 2.158 -1.792 0.005  -0.22
H -0.051 -2.197 -0.937  0.22
H 0.522 -0.579 -1.262  0.34